No. 1
Molecular formula: C4H6O2
Method: DFT, ωB97M-V/def2-TZVPD

Results
* energy relative to the best compared isomer or geometry (same formula, charge and spin): 505.8 kJ/mol
* 2S+1: 1
* orbital gap: 9.535 eV
* DFT total energy: -306.31363 a.u.

Cartesian coordinates (Å):
C 0.75712 0.51182 0.58059
H -0.48313 -1.98239 -0.09481
O -1.47638 -0.15792 -0.15523
H 0.07279 -0.87580 -1.37419
H -1.08476 1.09522 1.39600
H 2.73499 1.33376 0.45003
C 1.97679 0.68811 0.01432
O 1.26041 -0.38256 1.32719
H -0.74318 1.77529 -0.21587
C -0.68738 0.86627 0.39890
C -0.80455 -1.21986 -0.81400
H -1.52274 -1.65194 -1.51292



No. 2
Molecular formula: C4H11NO2
Method: DFT, ωB97M-V/def2-TZVPD

Results
* energy relative to the best compared isomer or geometry (same formula, charge and spin): 195.6 kJ/mol
* 2S+1: 1
* orbital gap: 9.464 eV
* SMILES: CCNCC=O.O
* DFT total energy: -364.19366 a.u.

Cartesian coordinates (Å):
H -2.10309 -1.21132 -0.76559
H 2.44195 -0.76028 -0.54177
H -2.80226 0.22603 -2.59059
C -2.62715 0.58614 -1.57799
C 0.50922 -1.51202 -1.43666
C 1.34735 -0.82022 -0.35489
H 2.14719 3.06630 4.52164
H 1.91718 1.53155 4.35263
H -2.34081 1.63647 -1.59462
H 0.01531 -2.46849 -1.28608
O 1.92767 2.25471 4.98304
H -1.25512 0.15536 -0.02176
O 0.92704 -0.37274 0.67074
N -0.51504 -0.54815 -1.90468
C -1.56401 -0.29921 -0.96666
H -0.08223 0.19675 -2.41140
H -3.53811 0.54322 -0.98362
H 1.25662 -1.56923 -2.23537



No. 3
Molecular formula: C7H13BN4Os
Method: DFT, ωB97M-V/def2-TZVPD

Results
* net charge: +2
* energy relative to the best compared isomer or geometry (same formula, charge and spin): 68.4 kJ/mol
* 2S+1: 5
* orbital gap (alpha / beta): 7.119 / 6.119 eV
* DFT total energy: -608.18452 a.u.

Cartesian coordinates (Å):
C 2.78142 0.96418 -0.55515
H 0.13597 -0.09479 -3.87393
C -2.28540 0.38743 2.85524
N 0.86852 -0.12297 -0.79405
C 1.66397 0.86369 -1.37494
N -0.59029 -0.68067 1.89803
H -1.55723 0.68175 -4.28932
H -0.56605 0.91837 -2.59323
H 3.62293 1.58002 -0.72779
C -1.09702 -0.27521 3.07539
H 1.43926 -1.52566 2.43184
N 1.41536 -0.46169 0.45139
Os -0.59626 -1.51598 -0.41629
H -0.19657 1.73755 -3.98371
C 2.60998 0.10352 0.50578
H -2.88526 0.88153 3.60540
N -1.57927 -0.39734 0.89228
B 0.72836 -1.41948 1.51020
C -2.55783 0.30895 1.48635
H -3.32617 0.74463 0.87720
H -2.01162 -1.89418 -0.99834
H 3.22550 -0.11826 1.35251
H -0.49470 -0.46825 3.93088
H 1.38277 1.42460 -2.22947
C -0.55333 0.78613 -3.74092
H 0.42294 -2.40786 0.70464



No. 4
Molecular formula: C44H59F3N4O4S3Sn
Method: DFT, ωB97M-V/def2-TZVPD

Results
* 2S+1: 1
* orbital gap (alpha / beta): 4.503 / 5.252 eV
* DFT total energy: -3940.47392 a.u.

Cartesian coordinates (Å):
H -3.92859 -1.37562 3.96613
H -6.62148 0.77914 -2.03646
C 2.07816 1.81935 -3.62938
H -3.93526 1.40079 0.34405
C 9.29517 -1.98741 4.09598
H 8.95103 -1.01809 2.21068
C 1.25241 0.91626 -4.56765
N -1.98695 -1.83598 3.31510
H -4.03592 1.80004 -3.36824
H 1.09254 5.89127 1.02065
H 0.19802 -3.04280 -0.80787
H 4.14403 1.95052 -2.94565
C -4.13224 1.90897 -2.28715
O -4.97425 2.66744 3.95987
H 0.68695 -3.37421 1.86273
H 1.85133 -0.47142 -2.18986
C -1.46291 -1.80193 -1.33089
H 1.70962 -1.82125 -0.30855
C -1.40575 -1.53051 4.62665
O -2.87221 -1.06922 0.41342
H -3.17929 2.27843 -1.90124
H 6.49424 -0.95040 2.49270
H -1.47533 -4.10633 -4.52442
C 8.70809 -2.50371 5.24078
C -3.01561 -1.40293 -6.01003
H 0.19094 -2.26190 -5.05993
C 1.11010 0.21465 -0.33544
C 6.55221 -1.92095 4.39906
C -2.57893 -1.05685 -0.90204
H -3.53814 -3.11068 4.00581
H -6.10501 -0.88635 -1.74060
C 1.53096 0.39089 -1.61625
F -3.20750 1.60182 6.04949
N 4.55170 -0.74269 4.05256
C 2.00210 3.25551 -4.14498
H 0.19928 1.20274 -4.55852
H -5.62256 1.60444 -0.08342
C -2.12047 -1.58623 -3.64568
C 1.41463 4.96208 0.54740
H 1.72267 5.19423 -0.47210
H -1.06345 -3.73579 3.34808
H -0.50321 -2.07550 -6.67106
H 10.37013 -2.01437 3.97851
H 2.28597 4.58913 1.08893
C -3.37164 -0.42120 -1.86997
Sn -1.95249 0.08031 1.82613
C 0.07060 -2.47576 2.02532
N -0.09189 -1.70303 0.78475
H 1.11493 3.73445 -1.91040
C -3.95654 2.02951 3.81231
H -2.91166 -0.31599 -6.02151
H 1.62520 1.00070 -5.59033
H 0.65570 3.27752 2.65719
H -1.42015 -2.41984 5.26743
H -0.29724 4.75844 2.49481
O 0.35465 1.10163 1.65450
H 2.63288 3.93029 -3.56333
C 8.50052 -1.42720 3.10487
H 0.97952 3.63686 -4.13422
H 0.60999 -1.84162 2.73320
H -0.44295 -2.73442 -2.94155
N 5.12282 -1.83926 4.53670
C 7.12473 -1.39030 3.25215
H -1.77437 3.77330 -0.14263
C -0.63162 -2.52356 -0.30790
C 7.33107 -2.47174 5.40328
C 1.18703 -1.11958 0.35615
H -3.84167 -2.28948 2.44926
H -1.04045 3.19108 2.19017
F -1.65127 1.76385 4.55442
H -2.86867 -1.76220 -7.03023
O -3.64244 1.20898 2.88453
C -3.12042 -0.72922 -3.21161
H -1.31535 5.39737 0.37288
C 3.23096 -0.74405 4.23698
H -3.77143 -0.28541 -3.95092
H 1.31355 -0.13393 -4.27543
C -0.58501 -1.75021 -5.63187
H -0.38455 -0.67278 -5.59446
C 4.30076 -2.81830 5.09392
C 1.55358 1.67207 -2.20487
C -1.25233 -2.91921 2.63927
C -1.98731 -2.05906 -5.08717
C 0.71072 1.35202 0.45958
C -2.86703 2.24030 4.90991
C -4.50760 0.58215 -1.60413
H -1.97819 -0.73950 5.10206
C -0.12168 3.76583 2.07378
H -4.89740 2.66258 -2.08834
C -4.78414 0.90690 -0.13424
S 4.70359 -4.30297 5.63479
H 9.32180 -2.93317 6.02105
C -5.81950 0.05804 -2.20851
S 2.68439 -2.19429 5.04348
C 0.26687 3.93933 0.60074
H -0.73248 4.76483 -1.17255
H -2.14617 -3.94830 -6.15208
C -2.21625 -3.57806 -5.12639
H -5.03637 0.02620 0.44946
C 1.12241 2.76008 -1.44546
C -0.95968 4.50077 -0.13865
H 2.35424 3.28200 -5.17726
C -3.41009 -2.17852 3.44361
H 3.64941 0.31457 -3.39526
H -5.74524 -0.10725 -3.28367
H -3.20511 -3.82776 -4.73717
C 0.70652 2.66516 -0.12211
C -1.26233 -2.07544 -2.66836
H -1.26009 -3.30396 0.11477
H 6.87845 -2.85789 6.30234
H -1.91501 -3.30690 1.87089
C 3.54837 1.36968 -3.65200
S 2.22429 0.48001 3.74354
H 1.81600 -0.98693 1.24028
H -4.03711 -1.64893 -5.71472
F -2.69522 3.53129 5.20126
H -0.37831 -1.18029 4.51783
H 3.96372 1.51483 -4.65148



No. 5
Molecular formula: C19H42ClGaNO11P2
Method: DFT, ωB97M-V/def2-TZVPD

Results
* net charge: -1
* 2S+1: 1
* orbital gap: 6.477 eV
* DFT total energy: -4699.38473 a.u.

Cartesian coordinates (Å):
H -7.22962 -4.07295 -4.48414
H 3.38058 -0.70419 0.59527
C 6.47775 -2.17512 3.74707
C 4.19365 -1.49735 4.28968
H -1.14624 2.37433 -5.16445
C -7.27125 -3.19541 -3.84019
H -5.28495 1.06051 -4.06922
H 4.45704 7.54678 1.62122
H -8.27831 -2.78676 -3.86408
C -3.95857 0.48811 -5.63353
O 5.27757 4.55956 2.69502
H -4.54330 2.44253 -4.84830
C 2.29231 -0.77193 0.72509
C -2.28548 2.12238 -3.38719
H 4.24845 3.42890 4.00600
H -4.72973 0.44892 -6.40220
H 5.36479 -2.16803 6.02719
H -3.79962 -4.57986 -2.05694
H 7.14460 -1.81631 2.96445
H 6.82203 -1.72776 4.68164
C 4.33696 -2.06541 5.68595
H 2.92455 4.08020 1.32354
O -1.62627 2.05088 -2.38987
H -7.05923 -3.49153 -2.81603
H 0.47739 0.30252 3.39461
C -1.86385 2.94853 -4.58003
O -6.63869 -1.41545 -5.28785
H 2.23930 3.05533 2.58498
C -6.32779 -2.15026 -4.38696
H 3.85019 -3.03933 5.71623
O -5.08411 -2.05402 -3.90040
H 5.83531 -4.08324 4.55258
H 3.47303 4.95683 3.66046
H 1.98524 -2.87246 0.72637
H -4.82456 -0.46597 1.06890
H -1.37975 3.84864 -4.20984
H 3.82748 -1.39568 6.37356
C 5.43884 5.71586 2.03598
P -3.17115 -1.64701 0.69371
C 4.22201 6.48621 1.57469
O -2.88420 -1.83041 2.12550
Cl -0.80560 2.95559 1.22723
H 3.33162 6.31844 2.17402
O 6.55281 6.08621 1.77328
O -3.06911 -3.04978 -0.10595
H -0.55888 -0.89657 2.93257
C 4.00532 4.12163 3.20236
H 4.01052 6.21504 0.54161
C -4.62909 -2.70945 -2.70412
H 2.12412 1.31945 0.40720
C 1.78733 -1.93193 1.23713
C 3.17204 3.42037 2.15484
H 1.45177 0.26510 -0.82682
P -1.91063 -0.24460 -0.35739
H -3.41561 -4.15178 -3.73462
H -2.81619 0.74978 -0.73714
H -5.38412 -2.64339 -1.92075
C 6.50847 -3.68967 3.79092
H -2.68704 3.25455 -5.22309
H 3.72137 2.57455 1.74122
N -0.37457 0.09582 2.88936
H 1.23664 -1.95674 2.16655
H -3.82766 -0.51015 -5.22252
H -3.01464 0.77785 -6.10158
O 5.19142 -1.67751 3.39235
H -3.78247 -2.11838 -2.36561
O 3.19518 -0.94678 3.93571
H 7.51722 -4.04521 4.00599
Ga -0.30187 0.72668 1.09844
H -2.12735 -3.21402 -0.23061
C 1.52470 0.41406 0.25201
O -4.72397 -1.23410 0.49486
H 6.18807 -4.09694 2.83230
C -4.19277 -4.13355 -2.96977
O -3.40371 1.37751 -3.45487
C -4.35772 1.41859 -4.51425
H -5.01793 -4.75125 -3.32932